#1
{"formula": "C2H8N4O", "method": "ωB97M-V/def2-TZVPD", "homo_ev": -9.42, "homo_lumo_gap_ev": 10.379, "mol_weight_da": 104.11, "multiplicity": 1, "symbols": ["C", "C", "N", "N", "N", "N", "O", "H", "H", "H", "H", "H", "H", "H", "H"], "positions_angstrom": [[2.2536, -0.2578, -0.4745], [0.8474, -0.5231, 0.1815], [-2.4984, 0.4418, 0.3654], [-3.7126, 0.5764, -0.1219], [-0.3496, 0.3436, -0.1315], [-1.4025, -0.3055, 0.0075], [-1.5527, -1.4976, -0.2671], [2.2924, -0.6185, -1.4997], [2.4332, 0.7897, -0.5496], [3.0285, -0.7274, 0.0991], [0.6955, -1.5354, 0.0619], [1.0326, -0.2707, 1.1817], [-4.5016, 0.2713, 0.5411], [-3.9339, 0.1233, -1.0466], [-1.7462, 1.5072, 0.1336]], "nbo_charge": [-0.6026, -0.2510, -0.2599, -0.6246, -0.3071, 0.4331, -0.4869, 0.2042, 0.2081, 0.2147, 0.2122, 0.1943, 0.3646, 0.3602, 0.3408]}

=====

#2
{"formula": "C2H8N4O", "method": "ωB97M-V/def2-TZVPD", "homo_ev": -8.82, "homo_lumo_gap_ev": 9.610, "mol_weight_da": 104.11, "multiplicity": 1, "smiles": "CNNC(=O)NN", "symbols": ["C", "N", "N", "C", "O", "N", "N", "H", "H", "H", "H", "H", "H", "H", "H"], "positions_angstrom": [[-0.5886, 0.4043, 1.8654], [-0.4145, 1.0285, 0.5481], [0.9003, 0.8307, -0.0500], [1.2837, -0.3960, -0.5967], [2.4445, -0.7609, -0.7294], [0.3000, -1.0733, -1.3185], [-0.9408, -0.6902, -1.6875], [0.2927, 0.4536, 2.5025], [-0.7436, -0.7419, 1.6252], [-1.4314, 0.8685, 2.3165], [-0.9817, 1.1347, -0.2734], [1.7141, 1.2103, 0.5175], [0.6940, -2.0165, -1.4670], [-1.6831, -0.4827, -1.0068], [-0.8454, 0.2309, -2.2459]], "nbo_charge": [-0.4125, -0.5030, -0.5054, 0.7372, -0.6409, -0.4920, -0.6292, 0.2149, 0.1670, 0.2127, 0.3852, 0.3888, 0.3939, 0.3442, 0.3392]}

=====

#3
{"formula": "C2H8N4O", "method": "ωB97M-V/def2-TZVPD", "homo_ev": -7.69, "homo_lumo_gap_ev": 8.105, "mol_weight_da": 104.11, "multiplicity": 1, "smiles": "NC(N)=C(N)NO", "symbols": ["N", "C", "N", "C", "N", "N", "O", "H", "H", "H", "H", "H", "H", "H", "H"], "positions_angstrom": [[1.0033, 1.5323, -0.2623], [0.5746, 0.1756, -0.2219], [1.0749, -0.6152, -1.2957], [-0.7480, -0.0445, 0.2113], [-1.4899, 0.9418, 0.7838], [-1.0839, -1.3731, 0.5669], [0.0836, -1.8441, 1.3299], [1.9573, 1.6678, -0.5729], [0.4371, 2.1005, -0.8805], [0.6041, -0.5398, -2.1857], [1.2200, -1.5892, -1.0759], [-2.2544, 0.6184, 1.3621], [-0.9971, 1.7372, 1.1755], [-1.0633, -1.9590, -0.2669], [0.6817, -0.8088, 1.3323]], "nbo_charge": [-0.8653, 0.1038, -0.8772, 0.3383, -0.7946, -0.3814, -0.6101, 0.3816, 0.3567, 0.3624, 0.3783, 0.3956, 0.4096, 0.3525, 0.4499]}

=====

Relative to the most stable one, in hartree, the structures come out at #1 0.1425; #2 0.0000; #3 0.0483.

=====

#1
{"formula": "C5H14NO2", "method": "ωB97M-V/def2-TZVPD", "homo_ev": -3.34, "homo_lumo_gap_ev": 4.681, "total_charge": -1, "mol_weight_da": 120.17, "multiplicity": 1, "symbols": ["C", "O", "C", "C", "C", "C", "N", "H", "H", "H", "H", "H", "H", "H", "H", "H", "H", "H", "H", "H", "H", "O"], "positions_angstrom": [[-1.0220, 1.0047, 0.1014], [-2.1551, 1.2256, -0.8154], [0.1102, 0.3038, -0.3239], [-0.1213, -1.2874, -0.4731], [1.0041, -2.1129, -0.5474], [2.1669, -1.6386, -1.7498], [0.9380, 0.5974, 2.1358], [-1.3447, 0.3932, 0.9610], [-0.9066, 2.0435, 0.4434], [0.8374, 0.4262, 0.8323], [0.7154, 0.6346, -1.3316], [-1.0305, -1.1466, -1.1324], [-0.6268, -1.6584, 0.4014], [2.1613, -1.2081, -0.2619], [1.2467, -3.1166, -0.1565], [1.5610, -1.3766, -2.5465], [3.1742, -2.1154, -1.7734], [0.8220, -0.1921, 2.6931], [1.6560, 1.2217, 2.4817], [-3.6189, 2.8378, 1.0067], [-2.6066, 2.0201, -0.3252], [-2.9607, 3.1442, 0.3803]], "nbo_charge": [-0.1813, -0.8089, -0.3199, -0.5891, -0.2542, -0.5577, -1.1498, 0.1536, 0.2759, 0.3456, 0.1834, 0.3554, 0.2360, 0.3241, 0.2281, 0.2114, 0.2095, 0.3292, 0.3396, 0.4081, 0.4914, -1.2304]}

=====

#2
{"formula": "C5H14NO2", "method": "ωB97M-V/def2-TZVPD", "homo_ev": -3.49, "homo_lumo_gap_ev": 7.284, "total_charge": -1, "mol_weight_da": 120.17, "multiplicity": 1, "symbols": ["C", "C", "C", "C", "N", "C", "O", "H", "H", "H", "H", "H", "H", "H", "H", "H", "H", "H", "H", "H", "H", "O"], "positions_angstrom": [[-1.3997, 0.4349, -1.8476], [-0.4230, 0.2368, -0.7549], [-0.6724, -1.2657, -0.0473], [-1.4162, -1.2249, 1.2350], [0.8461, 0.4617, -1.4178], [1.9472, 0.9132, -0.4256], [2.2506, 0.1683, 0.5730], [-1.2105, 1.4067, -2.4674], [-1.4532, -0.3431, -2.6500], [-2.4519, 0.5694, -1.5740], [-0.3784, 0.9556, 0.1141], [-0.8026, -1.9361, -0.8500], [0.4619, -1.5255, 0.1036], [-1.3490, -2.1476, 1.8657], [-2.5149, -1.3008, 1.1032], [-0.9565, -0.4732, 2.0615], [1.0535, -0.3447, -2.1246], [2.7883, 1.1551, -1.0199], [1.6224, 1.8529, 0.0463], [1.8665, 0.6743, 1.9925], [0.6583, 0.8771, 3.0110], [1.5337, 0.8554, 3.0732]], "nbo_charge": [-0.6132, -0.0577, -0.4815, -0.6330, -0.7052, 0.1489, -0.9062, 0.2043, 0.1903, 0.1871, 0.2027, 0.1939, 0.2510, 0.2022, 0.1938, 0.2260, 0.3326, 0.0899, 0.0883, 0.5133, 0.4245, -1.0519]}

=====

#3
{"formula": "C5H14NO2", "method": "ωB97M-V/def2-TZVPD", "homo_ev": -3.33, "homo_lumo_gap_ev": 6.931, "total_charge": -1, "mol_weight_da": 120.17, "multiplicity": 1, "symbols": ["C", "O", "C", "C", "C", "C", "N", "H", "H", "H", "H", "H", "H", "H", "H", "H", "H", "H", "H", "H", "H", "O"], "positions_angstrom": [[1.9256, -0.5788, -0.8279], [2.7505, 0.0500, -0.2160], [0.4426, -0.9002, -0.3221], [0.2672, -0.0069, 0.9233], [0.1334, 1.4991, 0.6674], [-0.9087, -0.4883, 1.7816], [-0.4742, -0.6698, -1.4218], [2.3115, -1.4246, -1.4426], [1.6939, 0.4527, -1.8738], [0.5529, -1.9632, -0.0700], [1.1977, -0.1332, 1.4848], [0.0329, 1.9361, 1.6607], [-0.7373, 1.7386, 0.0546], [1.0221, 1.8873, 0.1653], [-0.6106, -1.2951, 2.4641], [-1.2394, 0.2953, 2.4675], [-1.7502, -0.7605, 1.1442], [1.3281, 0.9539, -2.3288], [-0.0453, -0.0850, -2.1015], [-3.5944, -0.3132, -0.6303], [-1.4719, -0.4361, -1.1396], [-2.8267, 0.2419, -0.4391]], "nbo_charge": [0.3514, -0.5726, -0.0909, -0.2333, -0.6157, -0.6270, -0.9323, 0.1160, -0.0069, 0.1815, 0.1866, 0.1917, 0.2467, 0.1911, 0.1688, 0.1891, 0.2806, 0.0695, 0.3400, 0.4063, 0.4616, -1.3021]}

=====

Relative to the most stable one, in hartree, the structures come out at #1 0.3088; #2 0.0000; #3 0.0253.

=====

#1
{"formula": "C5H14NO2", "method": "ωB97M-V/def2-TZVPD", "homo_ev": -3.73, "homo_lumo_gap_ev": 7.938, "total_charge": -1, "mol_weight_da": 120.17, "multiplicity": 1, "symbols": ["C", "N", "C", "C", "C", "O", "C", "H", "H", "H", "H", "H", "H", "H", "H", "H", "H", "H", "H", "H", "H", "O"], "positions_angstrom": [[-1.5835, -1.0156, -1.2560], [-0.1603, -1.1516, -0.9054], [0.5316, 0.0870, -1.3473], [1.7300, 0.5344, -0.5342], [1.2903, 1.5804, 0.5397], [0.2228, 1.2367, 1.3300], [-2.4339, -0.1218, -0.3563], [-1.6476, -0.7536, -2.3094], [-1.9823, -2.0334, -1.1934], [-0.0040, -1.2206, 0.0992], [0.9451, -0.1979, -2.3438], [-0.1570, 0.9108, -1.5499], [2.2072, -0.3678, -0.1247], [2.5371, 0.9676, -1.1424], [2.1680, 1.6792, 1.2158], [1.1057, 2.5131, -0.0319], [-3.0038, -0.6515, 0.4003], [-1.7746, 0.4993, 0.2566], [-3.0561, 0.5494, -0.9401], [0.6558, -1.1379, 2.8919], [0.3292, -0.0199, 1.6617], [0.4431, -1.1133, 1.9791]], "nbo_charge": [-0.2150, -0.6582, -0.2204, -0.4462, -0.0243, -0.8934, -0.6723, 0.1681, 0.1729, 0.4103, 0.1533, 0.1641, 0.2047, 0.1769, 0.1094, 0.1107, 0.1983, 0.2709, 0.1830, 0.4422, 0.4866, -1.1218]}

=====

#2
{"formula": "C5H14NO2", "method": "ωB97M-V/def2-TZVPD", "homo_ev": -3.31, "homo_lumo_gap_ev": 6.977, "total_charge": -1, "mol_weight_da": 120.17, "multiplicity": 1, "symbols": ["C", "C", "N", "C", "C", "C", "O", "H", "H", "H", "H", "H", "H", "H", "H", "H", "H", "H", "H", "H", "H", "O"], "positions_angstrom": [[0.4853, -2.4859, 1.9068], [-0.4681, -2.0680, 0.7770], [-0.0888, -0.7248, 0.2683], [-0.6681, 0.2930, 1.2064], [-0.7383, -0.4997, -1.0445], [-0.1202, 0.7137, -1.8170], [-0.4481, 1.9399, -1.3488], [0.6944, -3.5540, 1.9005], [0.1142, -2.2705, 2.9146], [1.3500, -1.8294, 1.8086], [-0.3753, -2.7532, -0.0658], [-1.5030, -2.0285, 1.1446], [-0.1723, 0.2071, 2.1737], [-1.7524, 0.1171, 1.2542], [-0.5118, 1.2789, 0.7677], [-0.6174, -1.4245, -1.6171], [-1.8067, -0.2383, -0.9317], [-0.4034, 0.4707, -2.8729], [0.9789, 0.5419, -1.7604], [2.0058, 1.8746, 0.3548], [0.8206, 2.3108, -0.6736], [1.7058, 2.5790, -0.2120]], "nbo_charge": [-0.6328, -0.2226, -0.4343, -0.4522, -0.2606, -0.0276, -0.9212, 0.1960, 0.1913, 0.2272, 0.1848, 0.1559, 0.1724, 0.1497, 0.2689, 0.1621, 0.1532, 0.0862, 0.1125, 0.4390, 0.5004, -1.0483]}

=====

Relative to the most stable one, in hartree, the structures come out at #1 0.0000; #2 0.0071.

=====

#1
{"formula": "C4H8N4OS", "method": "ωB97M-V/def2-TZVPD", "homo_ev": -8.10, "homo_lumo_gap_ev": 8.087, "mol_weight_da": 160.20, "multiplicity": 1, "symbols": ["C", "C", "C", "C", "N", "N", "N", "N", "O", "S", "H", "H", "H", "H", "H", "H", "H", "H"], "positions_angstrom": [[1.4455, -0.5952, 0.5133], [2.8319, -1.1481, 0.3610], [-2.6144, 1.6325, 0.4057], [0.9761, 0.3042, -0.6363], [-1.9482, -1.2905, -0.9849], [-0.9740, -0.6790, -1.4423], [-2.2756, -1.0693, 0.2568], [-0.4526, 0.3340, -0.7787], [0.7432, -0.8241, 1.4626], [-1.5768, 0.2050, 0.9525], [2.9587, -1.5876, -0.6260], [3.5537, -0.3389, 0.4652], [3.0115, -1.8967, 1.1286], [-2.5609, 2.3835, 1.1868], [-3.6338, 1.2794, 0.2873], [-2.2337, 2.0221, -0.5321], [1.4084, -0.0525, -1.5737], [1.3412, 1.3212, -0.4458]], "nbo_charge": [0.6007, -0.7206, -0.8040, -0.3625, 0.0011, -0.1063, -0.6292, -0.3230, -0.5267, 0.9779, 0.2351, 0.2395, 0.2440, 0.2228, 0.2439, 0.2410, 0.2376, 0.2285]}

=====

#2
{"formula": "C4H8N4OS", "method": "ωB97M-V/def2-TZVPD", "homo_ev": -7.97, "homo_lumo_gap_ev": 8.791, "mol_weight_da": 160.20, "multiplicity": 1, "symbols": ["C", "C", "C", "C", "N", "N", "N", "N", "O", "S", "H", "H", "H", "H", "H", "H", "H", "H"], "positions_angstrom": [[0.7008, -0.4271, 1.5952], [1.6119, -0.3039, 0.5219], [0.8377, -0.2239, -0.6415], [-3.1986, 0.0634, 0.2046], [-0.5448, -0.4779, 1.1438], [-0.5051, -0.2971, -0.2092], [3.0171, -0.5175, 0.4122], [1.0442, -0.2754, -2.0342], [-1.9341, 0.5274, -2.1789], [-1.9703, -0.4579, -1.0695], [1.0444, -0.5624, 2.5867], [-4.1287, 0.0328, -0.2442], [-2.8603, 1.0073, 0.7275], [-3.3104, -0.7095, 0.8253], [3.4511, -0.6897, 1.3331], [3.6178, 0.1578, -0.0261], [1.2907, 0.5389, -2.5619], [0.1140, -0.5835, -2.3296]], "nbo_charge": [-0.0561, 0.0108, 0.2940, -0.7847, -0.2937, -0.4313, -0.8166, -0.8100, -0.9487, 1.3965, 0.2078, 0.2369, 0.2538, 0.2322, 0.3671, 0.3783, 0.3889, 0.3747]}

=====

Relative to the most stable one, in hartree, the structures come out at #1 0.0699; #2 0.0000.